The molecule C2H6. Source: the Open Molecules 2025 dataset; level of theory: ωB97M-V with the def2-TZVPD basis set.

As for the SMILES: CC. As for the energy relative to the best compared isomer or geometry (same formula, charge and spin): 0.901 eV. The total energy is -2170.348 eV. The HOMO-LUMO gap is 12.934 eV. Its highest occupied orbital energy is -11.65 eV.

Geometry (Å):
C: 0.625 0.057 0.471
C: -0.655 -0.070 -0.485
H: 1.489 0.532 0.001
H: 0.652 0.764 1.235
H: 0.845 -0.972 0.810
H: -0.876 0.811 -0.840
H: -1.557 -0.258 0.181
H: -0.374 -0.797 -1.305